Density functional theory data (wB97M-V/def2-TZVPD) for a gas-phase ion, C10H10ClN2O2 (charge +1) at a distorted geometry.

Energy = -1106.9413 a.u.
Total charge = +1
Highest occupied orbital energy = -13.99 eV
Structure (SMILES) = N#CCC(=O)OC[C@@H](Cl)[n+]1ccccc1
Frontier orbital gap = 8.73 eV
Multiplicity = 1

Last column: natural (NBO) charge in e.
Geometry (Å):
C (3.625, 2.006, -0.536)  0.28
C (-2.614, -2.999, 1.241)  -0.04
C (-1.230, -3.284, 1.228)  -0.22
C (-3.051, -1.731, 0.823)  -0.23
C (-0.340, -2.248, 0.996)  0.12
C (-2.161, -0.775, 0.472)  0.11
C (1.408, 2.543, -1.276)  0.82
C (2.937, 2.936, -1.430)  -0.59
C (-0.074, 0.619, -1.052)  -0.13
C (0.135, 0.033, 0.373)  -0.01
N (4.088, 1.349, 0.273)  -0.29
N (-0.805, -0.992, 0.693)  -0.31
O (0.498, 3.320, -0.991)  -0.54
O (1.195, 1.182, -1.491)  -0.52
Cl (-0.280, 1.490, 1.503)  -0.05
H (-3.330, -3.649, 1.603)  0.25
H (-0.927, -4.165, 1.643)  0.25
H (-4.069, -1.480, 0.667)  0.26
H (0.780, -2.434, 1.081)  0.27
H (-2.236, 0.151, -0.090)  0.25
H (3.083, 3.913, -1.134)  0.28
H (3.336, 2.941, -2.519)  0.30
H (-0.363, -0.052, -1.832)  0.23
H (-0.766, 1.445, -0.908)  0.24
H (1.161, -0.117, 0.663)  0.28

---

Density functional theory data (wB97M-V/def2-TZVPD) for 2 unconnected molecules or ions with the total composition C10H10F12INO6PS at a distorted geometry.

Energy = -3128.5355 a.u.
Total charge = +1
Highest occupied orbital energy = -13.07 eV
Frontier orbital gap = 7.93 eV
Multiplicity = 1

Last column: natural (NBO) charge in e.
Geometry (Å):
O (2.985, -3.729, -1.503)  -0.97
P (2.182, -2.850, -2.333)  1.61
N (0.575, -2.449, -1.481)  -0.87
C (-0.500, -1.991, -2.454)  -0.37
C (-0.614, -0.474, -2.654)  0.40
O (-1.287, 0.256, -1.996)  -0.43
I (0.509, 0.321, -4.318)  0.15
S (0.722, -1.505, 0.057)  2.15
O (-0.612, -1.212, 0.439)  -0.83
O (1.422, -2.361, 0.945)  -0.82
C (1.644, 0.106, -0.184)  0.46
F (0.737, 1.047, -0.011)  -0.25
F (2.165, 0.254, -1.400)  -0.29
C (2.768, 0.313, 0.901)  0.59
F (2.995, 1.628, 0.872)  -0.27
F (2.324, 0.020, 2.118)  -0.27
C (4.096, -0.409, 0.533)  0.55
F (4.862, 0.457, -0.130)  -0.28
F (3.871, -1.450, -0.284)  -0.31
C (4.926, -0.902, 1.749)  0.93
F (5.982, -1.547, 1.239)  -0.29
F (4.224, -1.769, 2.475)  -0.29
F (5.350, 0.118, 2.475)  -0.28
H (1.682, -3.515, -3.468)  -0.04
H (2.731, -1.625, -2.746)  0.00
H (0.275, -3.374, -1.140)  0.49
H (-1.460, -2.413, -2.191)  0.28
H (-0.243, -2.416, -3.417)  0.25
C (-3.379, 0.468, 0.328)  -0.64
C (-3.163, 1.101, 1.686)  -0.08
O (-3.302, 2.528, 1.617)  -0.48
C (-4.547, 2.989, 1.658)  0.69
O (-5.538, 2.336, 1.742)  -0.53
C (-4.530, 4.525, 1.620)  0.90
F (-3.675, 4.975, 0.698)  -0.31
F (-4.151, 5.005, 2.807)  -0.31
F (-5.732, 5.000, 1.341)  -0.29
H (-2.715, 0.913, -0.410)  0.22
H (-3.190, -0.603, 0.374)  0.21
H (-4.401, 0.624, -0.018)  0.23
H (-2.147, 0.921, 2.032)  0.19
H (-3.841, 0.691, 2.433)  0.21

---

Density functional theory data (wB97M-V/def2-TZVPD) for a molecular structure, C10H10N10O2STi.

Energy = -2332.9420 a.u.
Total charge = -2
Highest occupied orbital energy (spin up / spin down) = -0.09 / -2.12 eV
Frontier orbital gap (spin up / spin down) = 4.98 / 7.01 eV
Multiplicity = 3
<S²> = 2.0036

Last column: Löwdin spin population.
Geometry (Å):
Ti (-0.282, -1.222, 0.069)  1.76
N (-1.094, 0.841, -0.487)  0.02
C (-1.843, 1.405, 0.631)  0.00
C (-1.386, 0.821, 1.980)  0.01
O (-1.702, 1.443, 2.995)  0.01
O (-0.757, -0.287, 1.914)  0.02
H (-0.188, 1.287, -0.632)  0.00
H (-1.602, 0.836, -1.362)  0.00
H (-2.894, 1.120, 0.529)  0.00
H (-1.796, 2.494, 0.699)  0.00
N (3.202, -2.063, 0.272)  0.00
C (2.904, -0.781, -0.143)  0.01
N (3.843, 0.097, -0.477)  0.00
N (3.160, 1.201, -0.814)  0.01
N (1.888, 0.986, -0.716)  0.01
N (1.684, -0.279, -0.292)  0.01
C (2.309, -3.024, 0.700)  0.00
N (2.708, -4.212, 1.130)  0.00
N (1.567, -4.858, 1.433)  0.00
N (0.546, -4.101, 1.199)  0.01
N (0.981, -2.915, 0.718)  0.02
H (4.175, -2.278, 0.383)  0.00
S (-1.037, -1.987, -2.301)  0.01
C (-2.590, -1.919, -1.511)  0.01
C (-2.691, -2.203, -0.136)  0.02
C (-3.884, -2.032, 0.551)  0.01
C (-5.028, -1.614, -0.116)  0.01
C (-4.956, -1.359, -1.483)  0.01
C (-3.760, -1.502, -2.170)  0.01
H (-1.831, -2.628, 0.401)  0.01
H (-3.912, -2.229, 1.616)  0.00
H (-5.961, -1.481, 0.420)  0.00
H (-5.840, -1.032, -2.021)  0.00
H (-3.704, -1.268, -3.226)  0.00

---

Density functional theory data (wB97M-V/def2-TZVPD) for 2 unconnected molecules or ions with the total composition C10H10N2 at a distorted geometry.

Energy = -496.4424 a.u.
Highest occupied orbital energy = -9.00 eV
Structure (SMILES) = c1ccncc1.c1ccncc1
Frontier orbital gap = 9.37 eV
Multiplicity = 1

Last column: natural (NBO) charge in e.
Geometry (Å):
C (0.088, 1.351, -2.363)  0.02
C (-1.218, 0.992, -2.748)  -0.27
C (-2.373, 1.391, -2.164)  -0.18
C (-2.311, 2.260, -0.996)  -0.25
C (-0.972, 2.493, -0.479)  0.02
C (2.238, -1.145, 1.914)  0.02
C (1.561, -0.662, 0.706)  -0.25
C (0.239, -1.271, 0.667)  -0.18
C (-0.107, -2.289, 1.438)  -0.29
C (0.849, -2.831, 2.493)  0.07
H (1.053, 0.906, -2.809)  0.22
H (-1.259, 0.475, -3.804)  0.22
H (-3.405, 1.063, -2.462)  0.23
H (-3.283, 2.404, -0.506)  0.23
H (-0.899, 3.051, 0.390)  0.20
H (3.205, -0.638, 2.181)  0.19
H (2.085, 0.102, 0.232)  0.24
H (-0.624, -0.723, 0.181)  0.22
H (-0.963, -2.920, 1.210)  0.22
H (0.460, -3.762, 2.881)  0.19
N (0.230, 1.988, -1.091)  -0.42
N (2.008, -2.230, 2.763)  -0.43

---

Density functional theory data (wB97M-V/def2-TZVPD) for 2 unconnected molecules or ions with the total composition C10H10N2 at a distorted geometry.

Energy = -496.5205 a.u.
Highest occupied orbital energy = -9.71 eV
Structure (SMILES) = c1ccncc1.c1ccncc1
Frontier orbital gap = 10.41 eV
Multiplicity = 1

Last column: natural (NBO) charge in e.
Geometry (Å):
N (-0.005, 2.169, 5.637)  -0.41
C (-0.420, 3.084, 4.730)  0.04
C (0.177, 0.907, 5.121)  0.02
C (-0.546, 2.812, 3.343)  -0.27
C (0.062, 0.512, 3.805)  -0.26
C (-0.269, 1.545, 2.866)  -0.16
H (-0.748, 4.094, 5.010)  0.20
H (0.333, 0.048, 5.787)  0.19
H (-0.878, 3.534, 2.585)  0.22
H (0.154, -0.545, 3.521)  0.23
H (-0.400, 1.389, 1.787)  0.22
N (-1.093, -2.407, -3.374)  -0.41
C (0.085, -2.504, -2.750)  0.02
C (-1.102, -1.867, -4.589)  0.02
C (1.285, -2.009, -3.303)  -0.26
C (-0.023, -1.103, -5.074)  -0.25
C (1.247, -1.363, -4.566)  -0.18
H (0.086, -2.973, -1.757)  0.20
H (-2.135, -1.726, -4.932)  0.20
H (2.264, -2.227, -2.855)  0.22
H (-0.201, -0.463, -5.949)  0.22
H (2.126, -0.909, -5.042)  0.22

---

Density functional theory data (wB97M-V/def2-TZVPD) for C10H10N2 in the gas phase at a distorted geometry.

Energy = -496.5313 a.u.
Highest occupied orbital energy = -8.28 eV
Structure (SMILES) = c1ccc2c(c1)CN1CCN=C21
Frontier orbital gap = 9.02 eV
Multiplicity = 1

Last column: natural (NBO) charge in e.
Geometry (Å):
C (-1.525, -1.913, 2.031)  -0.25
C (0.009, -1.829, 2.287)  -0.22
C (1.745, -0.601, 0.505)  -0.24
C (1.053, 0.423, -0.521)  0.11
C (1.698, 1.216, -1.486)  -0.25
C (0.888, 2.116, -2.281)  -0.20
C (-0.489, 2.192, -2.168)  -0.21
C (-1.133, 1.238, -1.269)  -0.14
C (-0.319, 0.488, -0.437)  -0.17
C (-0.687, -0.533, 0.542)  0.42
H (-1.807, -2.934, 1.768)  0.19
H (-2.041, -1.686, 2.945)  0.20
H (0.350, -2.762, 2.630)  0.20
H (0.217, -1.129, 3.148)  0.17
H (2.354, 0.030, 1.246)  0.20
H (2.383, -1.320, -0.040)  0.21
H (2.777, 1.267, -1.684)  0.22
H (1.320, 2.804, -2.969)  0.21
H (-1.021, 2.845, -2.786)  0.21
H (-2.203, 1.091, -1.252)  0.23
N (0.468, -1.221, 0.981)  -0.44
N (-1.864, -0.919, 0.988)  -0.47

---

Density functional theory data (wB97M-V/def2-TZVPD) for 2 unconnected molecules or ions with the total composition C10H10N2 at a distorted geometry.

Energy = -496.4834 a.u.
Highest occupied orbital energy = -9.05 eV
Structure (SMILES) = c1ccncc1.c1ccncc1
Frontier orbital gap = 9.64 eV
Multiplicity = 1

Last column: natural (NBO) charge in e.
Geometry (Å):
C (-0.505, 2.088, -0.244)  0.04
C (-0.867, 0.770, -0.136)  -0.27
C (-2.238, 0.438, 0.036)  -0.18
C (-3.173, 1.476, 0.333)  -0.27
C (-2.675, 2.779, 0.096)  0.01
C (1.115, -0.944, 1.069)  0.00
C (1.357, -2.242, 0.976)  -0.26
C (1.957, -2.807, -0.191)  -0.18
C (2.420, -1.861, -1.073)  -0.26
C (2.378, -0.452, -0.775)  0.05
H (0.508, 2.334, -0.589)  0.20
H (-0.051, 0.059, -0.338)  0.24
H (-2.564, -0.645, 0.086)  0.22
H (-4.256, 1.232, 0.544)  0.23
H (-3.117, 3.786, 0.093)  0.21
H (0.549, -0.495, 1.832)  0.21
H (0.939, -2.769, 1.905)  0.23
H (2.217, -3.901, -0.313)  0.24
H (2.819, -2.176, -2.028)  0.22
H (2.981, 0.283, -1.362)  0.20
N (-1.424, 3.041, -0.139)  -0.44
N (1.628, 0.005, 0.217)  -0.44

---

Density functional theory data (wB97M-V/def2-TZVPD) for 2 unconnected molecules or ions with the total composition C10H10N2 at a distorted geometry.

Energy = -496.3955 a.u.
Highest occupied orbital energy = -9.37 eV
Structure (SMILES) = c1ccncc1.c1ccncc1
Frontier orbital gap = 9.51 eV
Multiplicity = 1

Last column: natural (NBO) charge in e.
Geometry (Å):
C (2.211, -0.908, -1.000)  -0.01
C (2.670, 0.380, -1.075)  -0.29
C (2.390, 1.299, 0.033)  -0.21
C (2.209, 0.701, 1.283)  -0.27
C (1.991, -0.751, 1.129)  0.08
C (-2.952, -1.303, 0.122)  0.00
C (-1.624, -1.077, 0.021)  -0.28
C (-1.240, 0.261, -0.247)  -0.16
C (-2.225, 1.276, -0.041)  -0.28
C (-3.617, 0.947, 0.001)  0.00
H (2.111, -1.677, -1.758)  0.21
H (3.296, 0.534, -2.033)  0.24
H (3.046, 2.214, -0.218)  0.24
H (1.861, 1.228, 2.243)  0.25
H (2.082, -1.504, 2.057)  0.18
H (-3.155, -2.359, 0.054)  0.19
H (-0.695, -1.805, 0.034)  0.25
H (-0.160, 0.714, -0.562)  0.23
H (-1.636, 2.276, 0.079)  0.23
H (-4.438, 1.557, -0.362)  0.21
N (1.849, -1.557, 0.172)  -0.42
N (-3.975, -0.444, 0.068)  -0.40

---

Density functional theory data (wB97M-V/def2-TZVPD) for C10H10N2O in the gas phase at a distorted geometry.

Energy = -571.8256 a.u.
Highest occupied orbital energy = -8.71 eV
Structure (SMILES) = N#Cc1c2c(c[nH]c1=O)CCCC2
Frontier orbital gap = 8.53 eV
Multiplicity = 1

Last column: natural (NBO) charge in e.
Geometry (Å):
C (-0.183, -1.271, -1.749)  0.64
C (-0.768, 1.109, -1.574)  0.10
C (-0.401, 1.241, -0.258)  -0.14
C (-0.605, 2.566, 0.502)  -0.41
C (0.206, 2.630, 1.786)  -0.39
C (0.026, 1.299, 2.570)  -0.39
C (0.578, 0.118, 1.790)  -0.45
C (0.047, 0.039, 0.371)  0.15
C (0.155, -1.155, -0.350)  -0.30
C (0.711, -2.321, 0.288)  0.28
H (-0.893, -0.106, -3.217)  0.42
H (-1.184, 1.886, -2.193)  0.21
H (-0.352, 3.389, -0.157)  0.22
H (-1.674, 2.691, 0.739)  0.21
H (-0.065, 3.478, 2.396)  0.22
H (1.276, 2.734, 1.567)  0.20
H (0.546, 1.362, 3.486)  0.22
H (-1.057, 1.168, 2.739)  0.20
H (1.684, 0.122, 1.742)  0.24
H (0.262, -0.808, 2.311)  0.24
N (-0.604, -0.050, -2.264)  -0.55
N (1.075, -3.287, 0.782)  -0.30
O (-0.054, -2.262, -2.412)  -0.60

---

The calculation returns the following relative energy (zero: lowest compared OMol25 entry of this formula, charge and spin) values, one per record and in order: 0.0 0.0 0.0 406.2 201.1 172.7 298.4 529.3 0.0 kJ/mol.